[1]
Formula: C6H6S2
Source: OMol25
Level of theory: the ωB97M-V functional and the def2-TZVPD basis

```
! RIJCOSX wB97M-V def2-TZVPD def2/J DEFGRID3
* xyz 0 1
S 3.589 -0.335 -0.089
S 1.389 1.621 -0.141
C -0.375 1.499 0.334
C -1.200 0.427 -0.385
C 1.982 -0.034 -0.082
C -0.663 -0.861 0.258
C 0.042 -2.050 -0.396
C 0.835 -1.008 0.033
H -0.927 0.220 -1.444
H -0.269 1.275 1.386
H -0.096 -2.962 -0.723
H -0.967 2.482 0.081
H -2.300 0.509 -0.204
H -1.040 -0.784 1.372
*
```

Computed properties:
E_HOMO   -8.818 eV
SMILES string   S=C1SCC[C@H]2C=C12
Energy relative to the best compared isomer or geometry (same formula, charge and spin)   291.22 kJ/mol
HOMO-LUMO gap   7.81 eV


[2]
Formula: C45H50GeIrN2O2P2S
Source: OMol25
Level of theory: the ωB97M-V functional and the def2-TZVPD basis

```
! RIJCOSX wB97M-V def2-TZVPD def2/J DEFGRID3
* xyz 0 2
Ir -0.315 -0.124 -0.438
Ge 4.293 1.113 1.134
S 1.711 2.236 2.515
P -0.505 -0.718 -2.520
P -2.526 -0.519 -0.172
O 0.130 1.874 -0.407
O -0.829 -0.060 2.038
N 0.740 0.492 4.278
N 2.435 -6.876 1.290
C -5.533 1.888 1.275
C -0.726 2.974 -0.497
C -2.352 -2.932 3.720
C 1.726 -3.318 -4.816
C 0.254 -2.101 -0.112
C 1.631 -2.265 0.137
C -3.080 -1.511 -1.639
C 0.045 -4.506 0.329
C -2.620 -1.458 1.377
C -1.657 1.399 -5.855
C -0.247 2.809 -4.512
C -3.885 0.683 -0.008
C -5.086 2.536 -0.993
C -0.803 0.592 -3.750
C 2.152 -1.214 -3.065
C -1.633 -1.128 2.319
C 5.327 1.992 2.544
C 1.454 1.967 6.517
C -0.497 -3.281 -0.019
C 1.406 -4.611 0.602
C -1.004 2.610 -5.657
C -4.137 1.534 -1.088
C -1.553 0.392 -4.910
C 0.105 4.208 -0.838
C 0.447 0.066 5.507
C -3.488 -2.506 1.655
C -1.941 -1.887 -2.606
C 3.018 -2.891 -4.549
C 4.131 2.261 -0.440
C 0.851 -1.638 -3.326
C -1.487 -1.875 3.479
C 2.461 0.761 1.775
C 5.139 -0.594 0.660
C -4.587 0.878 1.178
C 1.977 -5.867 0.981
C 1.408 1.649 4.152
C -0.146 1.805 -3.561
C -3.361 -3.245 2.822
C 0.773 0.765 6.654
C -5.789 2.715 0.192
C 0.646 -2.690 -4.214
C 2.203 -3.472 0.496
C -1.499 3.201 0.802
C 1.787 2.411 5.249
C 3.230 -1.832 -3.676
H 2.434 -0.054 2.497
H -2.338 -1.971 -3.617
H -3.786 -0.862 -2.162
H 5.111 2.499 -0.855
H -6.071 2.029 2.203
H 4.909 2.972 2.770
H -1.504 -2.853 -2.351
H 0.671 4.054 -1.759
H -2.228 -3.523 4.618
H 2.338 3.328 5.094
H -2.243 1.239 -6.751
H 3.860 -3.385 -5.016
H -2.058 -0.548 -5.090
H -0.682 -1.647 4.163
H 2.304 -1.419 0.032
H -4.033 -4.068 3.021
H 6.363 2.119 2.230
H 3.268 -3.537 0.682
H -1.566 -3.261 -0.198
H 0.262 3.751 -4.352
H -0.522 5.093 -0.960
H -4.393 0.244 2.034
H -5.264 3.189 -1.838
H -0.253 0.202 2.819
H 0.439 1.946 -2.658
H 0.499 0.374 7.623
H 1.865 0.445 0.918
H -2.057 2.307 1.073
H -1.087 3.395 -6.397
H 4.236 -1.494 -3.463
H -0.806 3.424 1.614
H -2.205 4.029 0.703
H -0.355 -3.036 -4.439
H -0.096 -0.869 5.575
H -3.648 -2.394 -1.336
H 5.318 1.395 3.456
H 3.626 3.191 -0.181
H -0.587 -5.382 0.399
H 0.821 4.398 -0.036
H 1.735 2.543 7.389
H 4.761 -0.977 -0.289
H -3.558 1.437 -2.002
H -1.466 2.823 -1.303
H 4.956 -1.345 1.428
H 2.311 -0.396 -2.369
H -6.528 3.501 0.271
H -4.262 -2.763 0.941
H 3.537 1.766 -1.209
H 1.557 -4.143 -5.495
H 6.217 -0.461 0.566
*
```

Computed properties:
E_HOMO (alpha / beta)   -5.874 / -7.410 eV
Energy relative to the best compared isomer or geometry (same formula, charge and spin)   14.39 kJ/mol
HOMO-LUMO gap (alpha / beta)   6.21 / 7.67 eV


[3]
Formula: C4H10N
Source: OMol25
Level of theory: the ωB97M-V functional and the def2-TZVPD basis

```
! RIJCOSX wB97M-V def2-TZVPD def2/J DEFGRID3
* xyz 1 1
N 0.108 0.498 -1.675
C -1.603 -0.154 0.690
C -0.119 0.089 1.038
C 0.982 1.196 -2.165
C 0.756 -1.120 0.924
H 0.107 0.690 0.053
H 1.866 1.590 -1.606
H 0.326 -1.814 0.159
H -2.233 0.570 1.221
H -1.997 -1.146 0.963
H 0.990 1.798 -3.095
H 0.990 -1.947 1.594
H -1.917 -0.068 -0.367
H 0.071 0.719 1.896
H 1.673 -0.902 0.370
*
```

Computed properties:
E_HOMO   -15.664 eV
Energy relative to the best compared isomer or geometry (same formula, charge and spin)   623.88 kJ/mol
HOMO-LUMO gap   6.76 eV